1.
Below is 2 unconnected molecules or ions with the total composition C4H11NO2S at a distorted geometry, with properties calculated with ωB97M-V/def2-TZVPD.

Cartesian coordinates (Å):
C  -0.1586  1.5539  0.4178
C  0.1825  0.3691  -0.4967
C  0.6102  0.8958  -1.8649
S  2.2483  1.7359  -1.9898
N  -0.9218  -0.6027  -0.6317
C  -1.4067  -1.3348  0.6324
O  -2.7328  -1.3728  0.7205
H  -0.1535  1.3127  1.4953
H  -1.1885  1.8840  0.2338
H  0.5335  2.3713  0.2655
H  1.0321  -0.1874  -0.0770
H  0.6077  0.0974  -2.5923
H  -0.1676  1.6062  -2.2070
H  -1.7372  -0.0907  -0.9540
H  -0.9094  -2.3234  0.5480
H  -0.9567  -0.7558  1.4770
H  1.1723  -1.5972  1.1161
H  2.2174  -1.4412  2.1910
O  1.7287  -2.1203  1.7159

The charge is -2. As for the largest force on an atom: 1.21 eV/A. The value obtained for the LUMO energy is 5.982 eV. The value obtained for the total energy is -762.35290 a.u. The frontier orbital gap comes out at 5.7 eV.

2.
Below is 2 unconnected molecules or ions with the total composition C3H7NO at a distorted geometry, with properties calculated with ωB97M-V/def2-TZVPD.

Cartesian coordinates (Å):
N  1.6233  -0.9040  0.0099
C  1.8851  0.4254  0.3570
O  1.6528  1.3570  -0.3782
H  1.5751  -0.8506  -1.0408
H  1.1684  -1.7013  0.6188
H  2.3166  0.4643  1.3948
C  -1.6377  -0.3044  0.2967
C  -1.9884  0.6607  -0.5177
H  -1.1386  -0.1613  1.2521
H  -1.4783  -1.2623  -0.2522
H  -2.0156  1.6328  -0.0124
H  -1.9625  0.6437  -1.7281

As for the largest force on an atom: 3.54 eV/A. The value obtained for the LUMO energy is 0.908 eV. The value obtained for the total energy is -248.42508 a.u. The frontier orbital gap comes out at 11.0 eV. Its structure (SMILES) is NC=O.C=C.

3.
Below is 2 unconnected molecules or ions with the total composition H5O2 at a distorted geometry, with properties calculated with ωB97M-V/def2-TZVPD.

Cartesian coordinates (Å):
O  0.8197  -0.2561  -0.9684
H  1.5111  -0.8559  -0.6778
H  0.5707  0.0130  -1.8457
O  -0.8362  0.3573  0.7890
H  -1.7109  -0.0900  1.0642
H  -0.4692  0.6865  1.7686
H  0.1149  0.1452  -0.1298

The charge is +1. As for the largest force on an atom: 4.79 eV/A. The value obtained for the LUMO energy is -4.391 eV. The value obtained for the total energy is -153.16487 a.u. The frontier orbital gap comes out at 14.1 eV.

4.
Below is a single C7H15NO2S molecule at a distorted geometry, with properties calculated with ωB97M-V/def2-TZVPD.

Cartesian coordinates (Å):
C  -0.3221  -0.2958  -3.5332
C  0.3409  -0.1196  -2.2215
C  0.4250  1.3080  -1.6037
N  0.9463  1.3221  -0.2118
C  0.3738  0.5801  0.9420
C  0.9821  -0.8227  1.1898
C  0.4782  -1.1457  2.7123
S  -1.2840  -0.8559  2.6618
O  -2.0701  -1.9704  2.0732
O  -1.3047  -0.2810  4.0261
C  -1.1039  0.6009  1.3178
H  0.3556  0.2153  -4.1900
H  -1.3002  0.1520  -3.5682
H  -0.2987  -1.3281  -4.1065
H  1.3129  -0.5942  -2.2749
H  -0.4608  -0.4765  -1.2889
H  -0.6158  1.5288  -1.4678
H  1.0825  2.2061  -2.0468
H  0.9685  2.2219  -0.0509
H  0.8645  1.2512  1.6917
H  2.1148  -1.1291  1.0009
H  0.3864  -1.4903  0.3232
H  0.7695  -0.4092  3.4698
H  0.6600  -2.2933  2.7633
H  -1.7363  0.3540  0.5478
H  -1.5647  1.4711  1.8445

As for the largest force on an atom: 6.47 eV/A. The value obtained for the LUMO energy is 0.654 eV. The value obtained for the total energy is -878.95999 a.u. The frontier orbital gap comes out at 9.9 eV. Its structure (SMILES) is CCCN[C@@H]1CCS(=O)(=O)C1.

Which of these has the lowest frontier orbital gap?
C4H11NO2S

Copy entry 3 word for word.
Below is 2 unconnected molecules or ions with the total composition H5O2 at a distorted geometry, with properties calculated with ωB97M-V/def2-TZVPD.

Cartesian coordinates (Å):
O  0.8197  -0.2561  -0.9684
H  1.5111  -0.8559  -0.6778
H  0.5707  0.0130  -1.8457
O  -0.8362  0.3573  0.7890
H  -1.7109  -0.0900  1.0642
H  -0.4692  0.6865  1.7686
H  0.1149  0.1452  -0.1298

The charge is +1. As for the largest force on an atom: 4.79 eV/A. The value obtained for the LUMO energy is -4.391 eV. The value obtained for the total energy is -153.16487 a.u. The frontier orbital gap comes out at 14.1 eV.

Which value of largest force on an atom does entry 2 give?
3.54 eV/A

What is the largest force on an atom in the first record?
1.21 eV/A